1.
{"formula": "C34H37ClN7O2Pd", "method": "the ωB97M-V functional and the def2-TZVPD basis", "elements": ["Pd", "C", "C", "C", "C", "C", "C", "N", "N", "C", "C", "C", "C", "C", "C", "H", "H", "H", "H", "H", "H", "H", "H", "H", "C", "C", "C", "C", "C", "O", "C", "C", "C", "C", "C", "C", "Cl", "C", "C", "C", "N", "C", "N", "C", "N", "H", "H", "H", "H", "H", "H", "H", "H", "H", "H", "H", "H", "H", "H", "H", "H", "H", "H", "H", "H", "H", "H", "N", "C", "O", "C", "C", "C", "C", "N", "C", "H", "H", "H", "H", "H", "H"], "coordinates": [[2.229, -1.304, 0.937], [6.946, -0.998, -1.983], [7.382, -0.885, -0.668], [6.505, -1.088, 0.384], [5.179, -1.393, 0.103], [4.733, -1.506, -1.207], [5.623, -1.316, -2.253], [4.224, -1.626, 1.130], [4.646, -1.998, 2.241], [3.613, -2.353, 3.103], [3.913, -2.847, 4.365], [2.879, -3.286, 5.175], [1.574, -3.240, 4.709], [1.271, -2.736, 3.442], [2.286, -2.276, 2.627], [7.642, -0.842, -2.796], [8.415, -0.641, -0.462], [6.832, -1.008, 1.411], [3.701, -1.775, -1.400], [5.285, -1.419, -3.276], [4.946, -2.885, 4.686], [3.090, -3.677, 6.161], [0.770, -3.606, 5.335], [0.242, -2.730, 3.114], [-6.156, -1.839, -0.822], [-5.464, -0.554, -0.354], [-6.206, 0.647, -0.957], [-5.580, -0.447, 1.178], [-3.953, -0.536, -0.777], [-3.338, 0.662, -0.334], [-3.795, -0.699, -2.298], [-2.386, -0.538, -2.874], [-1.782, 0.838, -2.740], [-0.544, 1.012, -2.138], [0.013, 2.271, -1.987], [-0.678, 3.379, -2.435], [0.018, 4.955, -2.204], [-1.904, 3.238, -3.066], [-2.441, 1.968, -3.221], [-3.202, -1.687, -0.045], [-1.913, -1.308, 0.526], [-0.684, -1.636, 0.140], [0.190, -1.125, 0.999], [-0.591, -0.493, 1.920], [-1.868, -0.591, 1.666], [-7.155, -1.891, -0.386], [-5.621, -2.737, -0.502], [-6.272, -1.875, -1.906], [-7.249, 0.611, -0.643], [-6.202, 0.654, -2.047], [-5.810, 1.601, -0.595], [-6.572, -0.083, 1.445], [-4.842, 0.244, 1.586], [-5.462, -1.412, 1.673], [-3.791, 1.408, -0.743], [-4.453, 0.013, -2.799], [-4.164, -1.689, -2.578], [-2.445, -0.796, -3.935], [-1.701, -1.271, -2.436], [0.005, 0.152, -1.770], [0.979, 2.398, -1.526], [-2.425, 4.111, -3.437], [-3.394, 1.864, -3.727], [-3.025, -2.518, -0.726], [-3.782, -2.060, 0.792], [-0.453, -2.239, -0.721], [-0.198, 0.007, 2.790], [0.264, 3.858, 2.115], [1.531, 4.189, 1.735], [2.129, 5.156, 2.149], [2.169, 3.240, 0.761], [2.953, 3.746, -0.267], [3.515, 2.861, -1.169], [3.300, 1.501, -0.995], [2.588, 1.005, 0.020], [2.030, 1.867, 0.873], [-0.220, 4.521, 2.699], [-0.290, 3.237, 1.551], [3.096, 4.815, -0.348], [4.112, 3.208, -2.000], [3.734, 0.785, -1.679], [1.461, 1.440, 1.691]], "mulliken_charge": [0.124, -0.533, -0.558, -0.440, 0.517, -0.571, -0.489, 0.552, -0.742, 0.586, -0.525, -0.571, -0.687, -0.134, 0.257, 0.418, 0.393, 0.466, 0.496, 0.418, 0.484, 0.385, 0.421, 0.363, -1.882, 1.694, -1.822, -1.678, 2.136, -0.663, -1.640, -1.377, 0.247, -0.177, -0.438, -0.013, -0.209, -0.742, -0.129, -2.067, 1.142, -0.424, 0.466, -0.982, -0.885, 0.508, 0.341, 0.369, 0.506, 0.366, 0.452, 0.481, 0.255, 0.411, 0.582, 0.311, 0.624, 0.546, 0.346, 0.358, 0.422, 0.465, 0.428, 0.310, 0.364, 0.547, 0.636, -0.261, -0.044, -0.603, 0.285, -0.384, -0.886, -0.531, 0.815, -0.525, 0.248, 0.148, 0.552, 0.456, 0.372, 0.544], "relative_energy_kcal_mol": 0.00, "charge": 1, "orbital_gap_ev": 7.53, "homo_energy_ev": -11.2, "lumo_ev": -3.62}

***

2.
{"formula": "C34H37FN6O5OsS2", "method": "the ωB97M-V functional and the def2-TZVPD basis", "elements": ["Os", "C", "C", "N", "C", "C", "C", "S", "N", "C", "O", "C", "C", "C", "C", "C", "C", "H", "H", "H", "H", "H", "H", "H", "H", "H", "H", "H", "H", "H", "H", "H", "O", "N", "C", "C", "C", "C", "C", "S", "H", "H", "H", "H", "F", "C", "C", "C", "C", "O", "C", "C", "N", "C", "C", "C", "C", "C", "C", "N", "C", "C", "N", "C", "C", "C", "O", "O", "H", "H", "H", "H", "H", "H", "H", "H", "H", "H", "H", "H", "H", "H", "H", "H", "H", "H"], "coordinates": [[-0.703, 1.612, -1.887], [3.252, 4.878, -3.747], [3.320, 5.041, -2.236], [2.023, 4.778, -1.606], [1.162, 5.941, -1.401], [1.372, 6.583, -0.039], [1.656, 3.529, -1.314], [0.112, 3.281, -0.513], [2.541, 2.578, -1.596], [2.296, 1.278, -1.647], [1.184, 0.705, -1.804], [3.483, 0.377, -1.566], [4.716, 0.858, -1.139], [5.807, 0.006, -1.057], [5.673, -1.328, -1.414], [4.446, -1.811, -1.849], [3.351, -0.963, -1.920], [4.216, 5.111, -4.199], [2.504, 5.546, -4.179], [2.988, 3.850, -3.997], [3.604, 6.058, -1.965], [4.051, 4.356, -1.814], [0.126, 5.633, -1.524], [1.395, 6.648, -2.200], [1.094, 5.887, 0.752], [0.755, 7.477, 0.056], [2.414, 6.872, 0.104], [4.808, 1.903, -0.875], [6.763, 0.385, -0.721], [6.527, -1.991, -1.361], [4.345, -2.848, -2.142], [2.391, -1.321, -2.265], [-0.249, 2.656, -3.532], [-1.252, 3.356, -4.106], [-0.920, 4.003, -5.248], [-1.840, 4.748, -5.918], [-3.144, 4.829, -5.399], [-3.454, 4.164, -4.248], [-2.489, 3.393, -3.565], [-2.816, 2.530, -2.123], [0.107, 3.858, -5.547], [-1.554, 5.252, -6.829], [-3.898, 5.411, -5.911], [-4.446, 4.199, -3.821], [-1.213, -0.568, 4.589], [-1.324, -1.303, 3.459], [-1.236, -0.699, 2.240], [-1.402, -1.470, 1.084], [-1.319, -0.807, -0.226], [-1.092, 0.419, -0.221], [-1.525, -1.638, -1.366], [-1.766, -2.963, -1.165], [-1.804, -3.587, 0.032], [-2.084, -5.003, 0.101], [-0.990, -5.935, 0.541], [-1.432, -5.911, -0.892], [-1.647, -2.843, 1.189], [-1.728, -3.437, 2.459], [-1.562, -2.675, 3.593], [-1.662, -3.290, 4.885], [-0.478, -3.157, 5.733], [-0.729, -3.955, 7.026], [-1.883, -4.882, 6.779], [-3.163, -4.111, 6.591], [-2.866, -2.944, 5.636], [-1.506, -1.200, -2.829], [-1.778, -2.053, -3.660], [-1.188, 0.009, -3.085], [-1.051, 0.363, 2.148], [-1.940, -3.573, -2.042], [-3.100, -5.231, 0.401], [-1.263, -6.781, 1.156], [-0.031, -5.487, 0.766], [-2.023, -6.731, -1.271], [-0.756, -5.469, -1.611], [-1.906, -4.497, 2.564], [-0.257, -2.121, 6.002], [0.378, -3.559, 5.193], [-1.018, -3.320, 7.861], [0.132, -4.550, 7.320], [-1.979, -5.565, 7.528], [-1.698, -5.375, 5.903], [-3.491, -3.781, 7.574], [-3.893, -4.807, 6.184], [-2.746, -2.008, 6.195], [-3.699, -2.813, 4.950]], "mulliken_charge": [3.273, -1.026, -0.668, 0.418, -0.877, -1.177, 0.461, -0.537, -0.262, 0.130, -1.139, 0.244, -0.240, -0.653, -0.397, -0.713, -0.381, 0.419, 0.280, 0.239, 0.465, 0.280, 0.344, 0.487, 0.276, 0.424, 0.318, 0.389, 0.401, 0.383, 0.409, 0.537, -0.696, 0.203, -0.284, -0.799, -0.162, -0.763, 0.702, -0.572, 0.497, 0.419, 0.392, 0.408, -0.363, 0.233, -0.489, 0.849, 1.417, -1.459, -0.264, -0.559, 0.271, -0.284, -0.438, -1.001, 0.090, -0.908, -1.684, 0.517, -0.505, -0.698, -0.135, -0.863, -0.466, 0.371, -0.785, -0.755, 0.667, 0.797, 0.434, 0.316, 0.243, 0.254, 0.353, 0.490, 0.417, 0.450, 0.337, 0.375, 0.304, 0.397, 0.376, 0.405, 0.370, 0.472], "relative_energy_kcal_mol": 0.00, "charge": 1, "multiplicity": 2, "orbital_gap_ev": [5.23, 5.24], "s_squared": 0.75, "homo_energy_ev": [-8.4, -8.5], "lumo_ev": [-3.21, -3.21]}